Formula: C23H35AgBrN2O2PS2
Source: the OMol25 dataset
Level of theory: ωB97M-V with the def2-TZVPD basis set

Computed properties:
HOMO energy ... -0.0662 Eh
E_LUMO ... 0.1479 hartree
Kohn-Sham gap ... 5.82 eV
ΔE to the lowest compared entry with this formula, charge and spin ... 2.4 kcal/mol
Electronic energy ... -136497.8778 eV

The geometry in ORCA input format:
```
! RIJCOSX wB97M-V def2-TZVPD def2/J DEFGRID3
* xyz -2 1
Ag -0.117 0.034 -0.269
C 0.248 -1.787 2.181
C -0.699 -2.757 1.837
C -1.876 -2.109 1.414
C -1.674 -0.719 1.502
C -0.338 -0.511 1.972
H 1.251 -1.965 2.550
H -0.534 -3.828 1.832
H -2.774 -2.592 1.054
H -2.410 0.058 1.358
H 0.063 0.429 2.326
Br 2.169 2.195 -6.362
C 1.544 1.569 -4.657
C 0.567 2.278 -3.983
C 0.122 1.799 -2.754
C 0.612 0.623 -2.159
C 1.610 -0.032 -2.894
C 2.084 0.415 -4.127
H 0.158 3.188 -4.405
H -0.641 2.375 -2.238
H 2.056 -0.939 -2.505
H 2.858 -0.126 -4.659
C 1.507 3.245 3.190
C 0.754 3.316 1.873
C 1.681 3.305 0.674
O -0.001 4.531 1.866
P -1.577 4.616 1.448
S -1.895 6.452 0.841
S -2.076 3.033 0.363
O -2.305 4.506 2.913
C -2.473 3.255 3.581
C -3.906 2.785 3.415
C -2.106 3.474 5.040
H 2.084 2.320 3.244
H 0.812 3.272 4.030
H 2.188 4.095 3.277
H 0.068 2.474 1.792
H 2.341 4.175 0.706
H 1.097 3.334 -0.245
H 2.281 2.393 0.663
H -1.809 2.505 3.140
H -4.591 3.534 3.819
H -4.059 1.837 3.938
H -4.117 2.643 2.356
H -2.774 4.218 5.482
H -1.084 3.840 5.126
H -2.196 2.541 5.599
C -0.083 -5.191 -1.570
C 0.985 -5.713 -2.573
N 1.780 -4.597 -3.087
C 2.423 -3.926 -1.949
C 1.351 -3.395 -0.953
N 0.019 -3.746 -1.444
C -0.195 -3.129 -2.749
C 0.879 -3.639 -3.749
H 0.051 -5.630 -0.578
H -1.094 -5.434 -1.908
H 0.522 -6.221 -3.424
H 1.670 -6.419 -2.096
H 3.037 -3.113 -2.343
H 3.096 -4.647 -1.475
H 1.404 -2.304 -0.853
H 1.474 -3.809 0.048
H -0.149 -2.047 -2.624
H -1.204 -3.382 -3.084
H 1.483 -2.814 -4.133
H 0.426 -4.145 -4.607
*
```

Formula: C23H35AlCl2F4O14P
Source: the OMol25 dataset
Level of theory: ωB97M-V with the def2-TZVPD basis set

Computed properties:
HOMO energy ... -0.1901 Eh
E_LUMO ... 0.0696 hartree
Kohn-Sham gap ... 7.06 eV
Electronic energy ... -104889.1169 eV

The geometry in ORCA input format:
```
! RIJCOSX wB97M-V def2-TZVPD def2/J DEFGRID3
* xyz -1 1
C 4.536 2.729 3.108
C 4.646 2.101 4.498
C 4.351 0.599 4.496
C 2.847 0.266 4.428
C 2.399 -0.610 5.602
C 0.895 -0.981 5.654
C -0.046 -0.250 4.686
C 0.017 -0.746 3.221
Al 0.235 0.713 1.877
O 0.577 2.264 2.634
P 2.158 0.279 0.436
O 1.866 -0.324 -0.926
C -1.305 0.691 0.581
Cl -1.612 -0.958 0.008
C -2.116 1.623 0.083
C -3.244 1.515 -0.896
Cl -1.865 3.294 0.585
H 4.973 3.731 3.080
H 3.492 2.819 2.798
H 5.053 2.116 2.363
H 3.931 2.597 5.165
H 5.642 2.292 4.913
H 4.793 0.145 5.391
H 4.864 0.142 3.641
H 2.621 -0.252 3.494
H 2.266 1.193 4.415
H 2.688 -0.105 6.533
H 2.996 -1.530 5.569
H 0.537 -0.835 6.680
H 0.810 -2.052 5.447
H 0.119 0.832 4.747
H -1.061 -0.411 5.070
H 0.844 -1.460 3.111
H -0.893 -1.305 2.976
H 1.322 2.721 2.237
H 2.919 1.482 0.295
H 3.168 -0.461 1.123
H -3.027 2.141 -1.764
H -3.368 0.488 -1.236
H -4.176 1.867 -0.447
C 1.791 -5.936 7.536
C 0.750 -5.179 6.733
O 1.523 -4.590 5.712
C 2.651 -5.331 5.531
O 3.399 -5.228 4.625
O 2.783 -6.220 6.552
F 0.144 -4.212 7.460
H 2.207 -5.283 8.305
H 1.431 -6.862 7.976
H -0.022 -5.804 6.280
C 1.930 -1.825 -3.418
C 0.992 -2.352 -4.485
O 1.566 -1.862 -5.686
C 2.891 -1.632 -5.464
O 3.678 -1.407 -6.326
O 3.166 -1.723 -4.157
F -0.271 -1.872 -4.377
H 1.629 -0.844 -3.057
H 2.066 -2.472 -2.560
H 0.933 -3.441 -4.552
C -3.629 4.560 -5.517
C -2.530 3.803 -4.792
O -3.255 2.778 -4.136
C -4.403 2.551 -4.812
O -5.120 1.620 -4.659
O -4.617 3.544 -5.713
F -1.903 4.567 -3.875
H -4.030 5.338 -4.865
H -3.332 4.975 -6.474
H -1.781 3.345 -5.440
C -5.326 1.141 -7.872
C -6.402 0.438 -8.675
O -6.031 0.723 -10.010
C -4.696 0.998 -10.043
O -4.055 1.095 -11.033
O -4.222 1.132 -8.786
F -7.640 0.937 -8.445
H -5.618 2.171 -7.670
H -5.063 0.642 -6.946
H -6.439 -0.645 -8.543
*
```

Formula: C23H35BCrN2O6Se
Source: the OMol25 dataset
Level of theory: ωB97M-V with the def2-TZVPD basis set

Computed properties:
HOMO energy (alpha / beta) ... -0.3801 / -0.3869 Eh
E_LUMO (alpha / beta) ... -0.1110 / -0.1164 hartree
Kohn-Sham gap (alpha / beta) ... 7.32 / 7.36 eV
ΔE to the lowest compared entry with this formula, charge and spin ... 7.9 kcal/mol
Electronic energy ... -134124.9847 eV

The geometry in ORCA input format:
```
! RIJCOSX wB97M-V def2-TZVPD def2/J DEFGRID3
* xyz 1 4
Cr -0.059 1.608 -1.093
C -0.531 3.742 1.318
O -0.798 3.381 -0.026
C -2.124 3.716 -0.418
C -2.301 3.313 -1.876
O -2.016 1.926 -1.962
C -2.541 1.306 -3.126
H -0.576 4.829 1.423
H 0.467 3.384 1.564
H -1.261 3.290 1.994
H -2.282 4.795 -0.295
H -2.843 3.155 0.197
H -1.623 3.888 -2.528
H -3.334 3.510 -2.189
H -3.612 1.499 -3.211
H -2.375 0.237 -3.010
H -2.029 1.663 -4.024
Se 0.655 0.199 -2.916
C -0.049 -1.560 -2.628
C 0.247 -2.252 -1.462
C -0.235 -3.535 -1.283
C -1.019 -4.127 -2.262
C -1.307 -3.438 -3.428
C -0.816 -2.159 -3.619
H 0.848 -1.781 -0.697
H 0.020 -4.085 -0.387
H -1.394 -5.127 -2.119
H -1.901 -3.903 -4.201
H -1.020 -1.623 -4.534
O 5.081 -3.738 -0.039
C 4.802 -2.894 1.029
N 4.102 -1.693 0.600
C 4.685 -0.473 0.653
O 5.770 -0.263 1.147
C 3.881 0.650 0.054
C 4.583 1.695 -0.546
C 3.865 2.746 -1.096
C 2.487 2.711 -1.045
N 1.795 1.706 -0.479
C 2.498 0.711 0.087
H 5.825 -3.405 -0.555
H 5.700 -2.565 1.568
H 4.151 -3.460 1.704
H 3.269 -1.837 0.047
H 5.662 1.668 -0.561
H 4.370 3.569 -1.575
H 1.895 3.509 -1.485
H 1.910 -0.047 0.585
C -0.774 -2.121 2.611
C -1.087 -0.666 2.281
C -0.767 0.219 3.491
O -0.209 -0.249 1.210
B -0.919 0.445 0.292
O -2.246 0.473 0.560
C -2.517 -0.412 1.678
C -3.501 0.277 2.618
C -3.165 -1.677 1.108
H 0.226 -2.176 3.034
H -0.804 -2.729 1.713
H -1.473 -2.520 3.339
H 0.276 0.081 3.760
H -1.383 -0.053 4.342
H -0.915 1.272 3.260
H -3.146 1.259 2.915
H -3.665 -0.324 3.507
H -4.449 0.395 2.101
H -2.516 -2.153 0.377
H -4.089 -1.402 0.605
H -3.401 -2.378 1.903
*
```

Formula: C23H35FN2O6SSi2
Source: the OMol25 dataset
Level of theory: ωB97M-V with the def2-TZVPD basis set

Computed properties:
HOMO energy ... -0.3306 Eh
E_LUMO ... -0.0367 hartree
SMILES ... CC(=O)OCCCC[Si@](S)(CCF)[Si](C)(C)C.O=[N+]([O-])c1ccccc1.O=[N+]([O-])c1ccccc1
Kohn-Sham gap ... 8.00 eV
Electronic energy ... -68982.0555 eV

The geometry in ORCA input format:
```
! RIJCOSX wB97M-V def2-TZVPD def2/J DEFGRID3
* xyz 0 1
C 5.571 -1.468 -0.297
C 5.303 -2.311 -1.684
O 6.361 -2.605 -2.489
O 3.984 -2.751 -2.175
C 3.447 -3.867 -1.346
C 1.921 -4.202 -1.938
C 0.893 -4.686 -0.711
C 0.566 -3.502 0.371
Si -0.883 -2.327 -0.093
S -1.544 -1.444 1.816
C -2.444 -3.183 -0.820
C -2.236 -3.945 -2.252
F -1.023 -3.565 -3.008
Si -0.197 -0.547 -1.300
C -0.637 1.094 -0.314
C -1.101 -0.396 -3.000
C 1.712 -0.523 -1.559
H 4.849 -0.545 -0.220
H 5.462 -2.228 0.593
H 6.674 -1.065 -0.344
H 3.438 -3.601 -0.204
H 4.158 -4.820 -1.448
H 2.070 -5.182 -2.601
H 1.488 -3.326 -2.580
H -0.046 -5.253 -1.131
H 1.520 -5.511 -0.118
H 1.531 -2.816 0.500
H 0.362 -3.994 1.413
H -2.592 -0.555 1.487
H -2.878 -3.920 0.012
H -3.309 -2.378 -0.984
H -2.119 -5.106 -1.999
H -3.238 -3.857 -2.859
H -0.302 2.064 -0.878
H -0.288 1.050 0.809
H -1.826 1.125 -0.282
H -2.265 -0.477 -2.892
H -0.853 0.692 -3.418
H -0.629 -1.145 -3.773
H 2.259 -0.941 -0.599
H 1.924 -1.188 -2.528
H 2.083 0.589 -1.783
O -2.652 1.678 9.253
N -2.848 0.854 8.347
O -3.746 0.000 8.359
C -1.954 0.891 7.183
C -0.903 1.817 7.145
C -0.041 1.831 6.047
C -0.232 0.932 4.996
C -1.286 0.018 5.032
C -2.153 -0.007 6.126
H -0.740 2.524 7.956
H 0.783 2.541 6.011
H 0.446 0.943 4.144
H -1.430 -0.677 4.208
H -2.968 -0.728 6.141
O -0.704 2.654 -2.868
N -0.228 3.625 -3.475
O 0.758 3.568 -4.224
C -0.872 4.930 -3.290
C -1.967 5.048 -2.423
C -2.561 6.297 -2.233
C -2.067 7.416 -2.906
C -0.983 7.294 -3.777
C -0.379 6.050 -3.973
H -2.363 4.185 -1.891
H -3.407 6.399 -1.557
H -2.530 8.389 -2.750
H -0.606 8.170 -4.300
H 0.467 5.973 -4.653
*
```

Respective M values: 654.43 740.37 577.31 542.78 g/mol.